No. 1
C28H27BF4N7O2S4W | ωB97M-V/def2-TZVPD

Structure (XYZ):
```
74
C28H27BF4N7O2S4W ωB97M-V/def2-TZVPD
W 0.298 -0.483 -0.984
C 0.413 0.381 3.440
C 0.469 -0.325 2.119
N 0.123 0.317 1.027
N -0.286 1.644 1.265
C -0.694 2.279 0.226
S -0.840 1.640 -1.379
S -1.246 3.941 0.358
C -1.958 4.019 2.030
C -3.125 3.089 2.237
C -4.241 3.159 1.403
C -5.325 2.319 1.603
C -5.310 1.389 2.639
C -4.204 1.313 3.473
C -3.121 2.160 3.271
C 0.927 -1.703 2.094
C 1.690 -2.205 3.168
C 2.109 -3.511 3.203
C 1.743 -4.376 2.169
C 0.997 -3.921 1.107
C 0.605 -2.582 1.043
O -0.090 -2.185 -0.021
H -0.438 1.049 3.474
H 1.304 1.005 3.558
H 0.362 -0.325 4.260
H -2.289 5.058 2.086
H -1.179 3.874 2.776
H -4.259 3.878 0.594
H -6.191 2.396 0.957
H -6.162 0.743 2.804
H -4.188 0.605 4.292
H -2.275 2.120 3.945
H 1.988 -1.544 3.969
H 2.717 -3.865 4.023
H 2.061 -5.410 2.193
H 0.722 -4.568 0.286
O 0.709 0.751 -3.713
C 1.678 1.766 -3.664
C 2.300 1.895 -2.295
C 3.225 2.923 -2.165
C 3.913 3.099 -0.985
C 3.666 2.215 0.052
C 2.732 1.227 -0.139
N 2.030 1.058 -1.280
H 0.351 0.690 -4.605
H 1.259 2.739 -3.938
H 2.494 1.544 -4.361
H 3.400 3.574 -3.012
H 4.634 3.899 -0.879
H 4.188 2.275 0.995
H 2.547 0.517 0.650
N -3.017 -0.073 0.368
C -2.912 -0.816 -0.735
N -1.790 -1.077 -1.378
C -1.990 -2.015 -2.386
C -3.266 -2.400 -2.561
S -4.285 -1.625 -1.403
C -0.800 -2.447 -3.103
C -0.683 -3.414 -4.031
S 0.943 -3.498 -4.597
C 1.386 -2.223 -3.520
N 0.378 -1.771 -2.798
N 2.638 -1.736 -3.496
H -2.231 0.463 0.698
H -3.920 0.204 0.720
H -3.664 -3.085 -3.289
H -1.442 -4.079 -4.405
H 3.373 -2.335 -3.838
H 2.921 -1.187 -2.695
F 4.294 -0.819 -1.462
B 3.751 -1.722 -0.563
F 2.187 -1.424 -0.673
F 4.041 -1.454 0.736
F 3.854 -3.014 -0.958
```

The spin multiplicity is 3. For the LUMO energy (alpha / beta), the calculation gives -2.7673 / -3.2509 eV. The energy above the lowest of the compared OMol25 structures with the same formula, charge and spin is 27.8 kJ/mol. The value obtained for the frontier orbital gap (alpha / beta) is 7.52 / 7.52 eV. For the HOMO energy (alpha / beta), the calculation gives -10.3 / -10.8 eV. As for the charge: +1.

Here are the Löwdin charges for atoms 1 to 2, given in e: 1.613, 0.002


No. 2
C3H2N2O3 | ωB97M-V/def2-TZVPD

Structure (XYZ):
```
10
C3H2N2O3 ωB97M-V/def2-TZVPD
N -2.209 0.261 2.135
C -1.388 0.345 1.335
C -0.316 0.343 0.364
N 0.452 1.361 0.457
O 1.491 1.308 -0.421
C -0.204 -0.961 -0.394
O -0.939 -1.893 -0.091
O 0.649 -1.017 -1.379
H 2.012 2.145 -0.242
H 0.452 -1.892 -1.765
```

The structure (SMILES) is N#C/C(=N/O)C(=O)O. For the LUMO energy, the calculation gives -0.7381 eV. The energy above the lowest of the compared OMol25 structures with the same formula, charge and spin is 319.0 kJ/mol. The value obtained for the frontier orbital gap is 10.18 eV. For the HOMO energy, the calculation gives -10.9 eV. As for the charge: 0.

Here are the natural (NBO) charges for atoms 1 to 2, given in e: -0.253, 0.247


No. 3
C45H55I2N2NaO5P | ωB97M-V/def2-TZVPD

Structure (XYZ):
```
111
C45H55I2N2NaO5P ωB97M-V/def2-TZVPD
Na 1.170 -0.530 0.070
I 7.352 4.525 1.369
C 5.593 3.438 1.007
C 4.374 3.938 1.441
C 3.234 3.185 1.215
I 1.377 3.975 1.784
C 3.231 1.901 0.576
O 2.179 1.197 0.408
C 4.517 1.473 0.098
C 4.657 0.233 -0.759
N 3.808 -0.891 -0.376
C 4.250 -2.126 -1.019
C 3.239 -3.231 -0.854
C 3.407 -4.241 0.086
C 2.423 -5.211 0.211
C 1.301 -5.134 -0.596
C 1.214 -4.086 -1.499
N 2.161 -3.161 -1.645
C 5.656 2.226 0.336
H 4.311 4.893 1.945
H 5.719 -0.054 -0.758
H 4.408 0.483 -1.798
H 3.791 -0.997 0.635
H 5.239 -2.454 -0.663
H 4.338 -1.931 -2.089
H 4.283 -4.251 0.724
H 2.528 -6.006 0.941
H 0.499 -5.857 -0.516
H 0.334 -3.978 -2.131
H 6.612 1.865 -0.027
O 1.672 -0.850 2.335
C 0.516 -1.532 2.851
C -0.307 -2.210 1.676
O -1.414 -2.689 1.969
O 0.285 -2.219 0.563
C -0.429 -0.585 3.587
C -1.269 -1.055 4.593
C -2.189 -0.215 5.204
C -2.287 1.118 4.820
C -1.459 1.594 3.812
C -0.548 0.747 3.194
C 1.096 -2.626 3.748
C 1.695 -2.262 4.954
C 2.314 -3.209 5.757
C 2.344 -4.543 5.363
C 1.755 -4.913 4.162
C 1.138 -3.960 3.357
H 1.403 -0.006 1.940
H -1.214 -2.096 4.888
H -2.837 -0.604 5.982
H -2.999 1.778 5.301
H -1.515 2.632 3.501
H 0.061 1.155 2.391
H 1.672 -1.221 5.258
H 2.778 -2.907 6.691
H 2.827 -5.286 5.988
H 1.771 -5.953 3.850
H 0.681 -4.256 2.418
O -0.531 0.550 -0.263
P -1.347 0.786 -1.499
C -0.388 1.638 -2.816
C 0.739 2.505 -2.222
C 1.688 2.931 -3.343
C 0.945 3.587 -4.538
C -0.550 3.748 -4.262
C -1.209 2.419 -3.884
C -2.816 1.787 -1.100
C -3.571 1.123 0.092
C -4.211 2.160 1.027
C -4.737 3.343 0.222
C -3.563 4.119 -0.402
C -2.361 3.207 -0.713
C -1.867 -0.775 -2.277
C -2.452 -1.779 -1.262
C -3.010 -2.981 -2.021
C -4.211 -2.578 -2.908
C -4.202 -1.077 -3.237
C -2.783 -0.585 -3.519
H 0.109 0.795 -3.310
H 1.280 1.951 -1.457
H 0.333 3.385 -1.719
H 2.231 2.045 -3.687
H 2.439 3.612 -2.936
H 1.070 2.981 -5.442
H 1.373 4.565 -4.763
H -1.051 4.159 -5.142
H -0.695 4.475 -3.456
H -1.306 1.808 -4.786
H -2.227 2.620 -3.542
H -3.462 1.838 -1.983
H -2.888 0.496 0.671
H -4.355 0.472 -0.300
H -3.474 2.509 1.757
H -5.012 1.686 1.596
H -5.343 4.007 0.844
H -5.396 2.964 -0.568
H -3.234 4.906 0.282
H -3.895 4.618 -1.317
H -1.702 3.125 0.156
H -1.765 3.657 -1.508
H -0.903 -1.186 -2.601
H -3.253 -1.331 -0.670
H -1.680 -2.088 -0.560
H -3.300 -3.761 -1.315
H -2.211 -3.401 -2.643
H -5.150 -2.830 -2.408
H -4.194 -3.149 -3.843
H -4.616 -0.510 -2.397
H -4.845 -0.875 -4.096
H -2.814 0.457 -3.840
H -2.376 -1.150 -4.364
```

For the LUMO energy, the calculation gives 1.9887 eV. The energy above the lowest of the compared OMol25 structures with the same formula, charge and spin is 87.5 kJ/mol. The value obtained for the frontier orbital gap is 6.68 eV. For the HOMO energy, the calculation gives -4.7 eV. As for the charge: -1.

Here are the Löwdin charges for atoms 1 to 2, given in e: 0.204, 0.767


Q: Number 1 is which compound?
A: C28H27BF4N7O2S4W